13
Properties=species:S:1:pos:R:3 method="wB97M-V/def2-TZVPD" lumo_ev=1.0372 homo_lumo_gap_ev=10.59 total_energy_ha=-232.36238 smiles=C[C@@H]1O[C@@H]1C homo_ev=-9.55
C -0.124 1.799 0.581
C 0.210 0.718 -0.397
O -1.177 0.154 -0.738
C -0.081 -0.695 -0.608
C 0.113 -1.877 0.273
H -0.606 2.533 -0.083
H 0.716 2.307 1.059
H -0.879 1.455 1.284
H 0.981 1.057 -1.116
H 0.236 -0.914 -1.632
H -0.075 -1.688 1.329
H -0.487 -2.718 -0.086
H 1.173 -2.131 0.135

***

24
Properties=species:S:1:pos:R:3 method="wB97M-V/def2-TZVPD" lumo_ev=-3.0128 homo_lumo_gap_ev=10.41 total_energy_ha=-704.81384 smiles=C[C@H]1N[C@@H](P)[NH2+][C@@H](C)N1 total_charge=+1 homo_ev=-13.42
C -1.125 -2.527 -0.229
C -0.619 -1.293 0.498
N 0.743 -1.127 0.032
C 1.522 -0.022 0.457
P 3.279 0.118 -0.139
N 0.691 1.303 -0.057
C -0.805 1.190 0.414
C -1.591 2.346 -0.230
N -1.406 -0.061 0.039
H -0.443 -3.380 -0.381
H -1.165 -2.211 -1.305
H -2.198 -2.590 0.070
H -0.700 -1.316 1.672
H 1.230 -1.883 -0.544
H 1.471 0.208 1.618
H 3.166 -0.781 -1.332
H 3.735 -0.701 0.938
H 0.709 1.339 -1.039
H 1.078 2.227 0.331
H -0.817 1.378 1.524
H -1.389 2.223 -1.331
H -1.350 3.417 0.242
H -2.662 2.137 -0.317
H -1.354 0.004 -0.929

***

For reference, relative energy (zero: lowest compared OMol25 entry of this formula, charge and spin) by record: 52.2, 59.1 kcal/mol.
For reference, M by record: 72.11, 148.17 g/mol.